{
  "formula": "C7H14N2OS",
  "method": "ωB97M-V/def2-TZVPD",
  "e_lumo_ev": 0.8,
  "multiplicity": 1,
  "charge": 0,
  "homo_energy_ev": -7.40,
  "orbital_gap_ev": 8.248,
  "elements": ["C", "C", "C", "C", "C", "C", "C", "N", "N", "O", "S", "H", "H", "H", "H", "H", "H", "H", "H", "H", "H", "H", "H", "H", "H"],
  "xyz": [[2.030, 0.168, -0.632], [1.530, 1.499, -0.021], [1.048, -0.145, 1.651], [1.397, -0.900, 0.242], [0.363, 1.041, 0.945], [-0.554, -2.400, 0.338], [-2.550, 1.623, -1.305], [0.130, -1.218, -0.278], [-0.599, 0.000, -0.254], [-2.845, -1.025, -1.121], [-2.282, 0.037, -0.255], [1.490, 0.148, -1.626], [3.142, 0.103, -0.829], [2.277, 2.035, 0.555], [1.204, 2.157, -0.765], [0.411, -0.717, 2.296], [2.021, -0.124, 2.177], [2.053, -1.853, 0.402], [-0.257, 1.699, 1.435], [-0.577, -2.289, 1.476], [-1.599, -2.419, -0.094], [-0.036, -3.270, 0.128], [-2.691, 2.438, -0.628], [-3.503, 1.509, -1.920], [-1.603, 1.901, -1.918]]
}

=====

{
  "formula": "C2H3N3S",
  "method": "ωB97M-V/def2-TZVPD",
  "e_lumo_ev": [0.7, -1.3],
  "multiplicity": 3,
  "charge": 0,
  "homo_energy_ev": [-6.99, -10.20],
  "s_squared": 2.02,
  "orbital_gap_ev": [7.712, 8.853],
  "elements": ["C", "C", "N", "N", "N", "S", "H", "H", "H"],
  "xyz": [[-1.994, -1.817, -0.345], [-1.546, 0.865, 0.208], [-2.757, -1.856, 0.469], [0.404, -0.275, -0.047], [-0.281, 0.821, 0.316], [-2.860, 1.591, -0.182], [1.354, -0.304, 0.366], [-1.275, -1.754, -1.119], [0.126, 1.550, 1.020]]
}

=====

{
  "formula": "C3HO3",
  "method": "ωB97M-V/def2-TZVPD",
  "e_lumo_ev": 4.3,
  "multiplicity": 1,
  "charge": -1,
  "homo_energy_ev": -3.54,
  "smiles": "O=C1O/C1=C/[O-]",
  "orbital_gap_ev": 7.822,
  "elements": ["C", "C", "C", "O", "O", "O", "H"],
  "xyz": [[1.274, -0.345, 0.063], [-0.368, -0.300, 0.804], [-1.352, 0.077, -0.132], [-2.324, -0.128, -0.863], [-0.884, 1.219, 0.436], [2.113, -1.234, 0.172], [1.540, 0.712, -0.479]]
}

=====

{
  "formula": "C10H18ClNP",
  "method": "ωB97M-V/def2-TZVPD",
  "e_lumo_ev": -2.9,
  "multiplicity": 1,
  "charge": 1,
  "homo_energy_ev": -11.99,
  "smiles": "C[C@@H]([C@@H]1C=CC=C1P(C)Cl)[NH+](C)C",
  "orbital_gap_ev": 9.096,
  "elements": ["C", "C", "C", "C", "C", "C", "C", "C", "C", "C", "N", "P", "Cl", "H", "H", "H", "H", "H", "H", "H", "H", "H", "H", "H", "H", "H", "H", "H", "H", "H", "H"],
  "xyz": [[-0.361, -3.113, -0.590], [-1.569, -2.330, -0.415], [0.717, -2.353, -0.260], [-1.288, -1.085, 0.014], [0.256, -1.011, 0.274], [2.537, -0.162, -0.711], [1.718, 1.704, 1.455], [0.946, 2.689, -0.611], [-4.056, -0.408, 0.680], [1.080, 0.151, -0.506], [0.863, 1.484, 0.290], [-2.411, 0.383, 0.577], [-2.503, 1.159, -1.274], [-0.325, -4.196, -0.699], [-2.560, -2.663, -0.697], [1.779, -2.664, -0.373], [0.527, -0.939, 1.358], [2.898, -0.810, 0.070], [3.257, 0.658, -1.017], [2.812, -0.872, -1.624], [2.668, 2.118, 1.124], [1.331, 2.488, 2.066], [2.066, 0.882, 2.098], [1.839, 2.703, -1.335], [0.044, 2.520, -1.207], [0.834, 3.532, 0.024], [-4.656, 0.295, 1.315], [-4.166, -1.418, 1.190], [-4.699, -0.526, -0.225], [0.603, 0.364, -1.471], [-0.180, 1.420, 0.482]]
}

=====

{
  "formula": "C4H6N2S",
  "method": "ωB97M-V/def2-TZVPD",
  "e_lumo_ev": 0.0,
  "multiplicity": 1,
  "charge": 0,
  "homo_energy_ev": -8.21,
  "orbital_gap_ev": 8.245,
  "elements": ["C", "C", "C", "C", "N", "N", "S", "H", "H", "H", "H", "H", "H"],
  "xyz": [[0.598, -1.571, -0.452], [-0.179, 1.462, -0.194], [-0.056, -0.883, 0.699], [-0.951, 0.265, 0.234], [1.338, -1.088, -1.340], [-0.317, 2.675, -0.100], [1.702, 0.489, -1.412], [0.552, -2.589, -0.525], [-0.554, -1.691, 1.270], [0.579, -0.508, 1.584], [-1.611, 0.348, 1.169], [-1.544, -0.194, -0.606], [0.442, 3.286, -0.326]]
}

=====

{
  "formula": "C5H10O2",
  "method": "ωB97M-V/def2-TZVPD",
  "e_lumo_ev": 1.0,
  "multiplicity": 1,
  "charge": 0,
  "homo_energy_ev": -9.55,
  "smiles": "CO[C@H]1C[C@H]1CO",
  "orbital_gap_ev": 10.540,
  "elements": ["C", "O", "C", "C", "C", "C", "O", "H", "H", "H", "H", "H", "H", "H", "H", "H", "H"],
  "xyz": [[-1.410, -1.107, -1.545], [-1.189, -0.516, -0.280], [-0.462, 0.681, -0.363], [-0.328, 1.470, 0.890], [0.892, 0.802, 0.295], [1.619, -0.305, 1.056], [0.978, -1.560, 1.108], [-0.489, -1.131, -2.141], [-2.186, -0.558, -2.096], [-1.755, -2.126, -1.363], [-0.615, 1.209, -1.306], [-0.419, 2.553, 0.859], [-0.740, 0.995, 1.778], [1.574, 1.462, -0.235], [2.614, -0.436, 0.607], [1.791, 0.053, 2.083], [0.127, -1.488, 0.654]]
}